# 1
Formula: CHN2O4
Source: the OMol25 dataset
Level of theory: ωB97M-V with the def2-TZVPD basis set

Output
Total charge: -1
Energy (Eh): -449.05963
Gap between HOMO and LUMO (eV): 7.7
Strongest force on any atom (Eh/bohr): 0.0497
ΔE to the lowest compared entry with this formula, charge and spin (kJ/mol): 288.6

Each line ends with the natural charge from an NBO analysis.
Element x y z (Å)
C1 1.95 -0.57 0.25  0.777
N1 0.99 0.10 0.79  -0.492
N2 -1.73 0.60 -0.21  0.380
O1 1.08 -0.28 -0.73  -0.545
O2 2.92 -1.29 0.39  -0.711
O3 -2.04 -0.09 -1.15  -0.391
O4 -2.42 1.03 0.68  -0.405
H1 -0.75 0.51 -0.02  0.386

=====

# 2
Formula: C9H9I2InO2
Source: the OMol25 dataset
Level of theory: ωB97M-V with the def2-TZVPD basis set

Output
Total charge: +2
Energy (Eh): -1283.66216
Gap between HOMO and LUMO (eV): 3.8
Strongest force on any atom (Eh/bohr): 0.0143
ΔE to the lowest compared entry with this formula, charge and spin (kJ/mol): 16.4

Each line ends with the natural charge from an NBO analysis.
Element x y z (Å)
In1 -1.97 -1.94 0.14  0.842
C1 3.34 -0.61 -0.04  -0.730
C2 1.87 -0.32 0.10  0.564
O1 1.06 -1.18 0.33  -0.481
C3 1.41 1.13 -0.07  0.005
C4 2.27 2.17 -0.06  -0.236
C5 1.79 3.52 -0.01  0.186
C6 0.41 3.84 0.06  -0.272
C7 -0.51 2.85 0.03  -0.013
C8 -0.08 1.42 -0.10  0.486
O2 -0.91 0.56 -0.25  -0.397
H1 3.50 -1.68 -0.03  0.281
H2 3.87 -0.17 0.82  0.260
H3 3.75 -0.17 -0.95  0.254
H4 3.33 2.00 0.01  0.275
H5 2.51 4.32 0.01  0.268
H6 0.10 4.87 0.12  0.285
H7 -1.57 3.05 -0.06  0.271
I1 -5.27 -2.77 -0.03  0.167
C9 -5.01 -4.88 -0.01  -0.700
I2 -2.96 -5.45 0.00  0.190
H8 -5.47 -5.29 -0.90  0.249
H9 -5.47 -5.27 0.89  0.248

=====

# 3
Formula: H16NaO8
Source: the OMol25 dataset
Level of theory: ωB97M-V with the def2-TZVPD basis set

Output
Total charge: +1
Energy (Eh): -773.66732
Gap between HOMO and LUMO (eV): 10.2
Strongest force on any atom (Eh/bohr): 0.0157
ΔE to the lowest compared entry with this formula, charge and spin (kJ/mol): 84.7

Each line ends with the natural charge from an NBO analysis.
Element x y z (Å)
Na1 0.09 0.38 -0.16  0.942
O1 -1.83 -1.60 -0.19  -0.943
H1 -2.28 -0.85 0.21  0.449
H2 -2.19 -2.37 0.28  0.500
O2 -1.14 0.31 -2.30  -0.982
H3 -1.30 -0.63 -2.40  0.499
H4 -1.66 0.72 -3.00  0.494
O3 2.00 -1.27 -0.43  -0.964
H5 2.63 -0.70 0.04  0.490
H6 2.13 -2.15 -0.04  0.506
O4 0.97 -0.20 2.22  -0.978
H7 0.75 0.60 2.72  0.493
H8 1.74 -0.56 2.69  0.502
O5 -1.76 1.47 1.01  -0.969
H9 -2.52 0.88 1.03  0.470
H10 -2.11 2.32 1.31  0.509
O6 1.70 -0.74 -3.04  -0.959
H11 1.85 -1.06 -2.14  0.478
H12 2.23 0.06 -3.11  0.460
O7 -1.62 -1.08 3.05  -0.928
H13 -2.45 -0.82 2.62  0.447
H14 -0.92 -0.58 2.59  0.474
O8 1.67 2.40 -0.75  -0.975
H15 1.36 2.97 -1.46  0.495
H16 2.63 2.51 -0.75  0.490

=====

# 4
Formula: C47H51B4N4O36Y
Source: the OMol25 dataset
Level of theory: ωB97M-V with the def2-TZVPD basis set

Output
Total charge: 0
Energy (Eh): -4887.81664
Gap between HOMO and LUMO (eV): 5.5
Strongest force on any atom (Eh/bohr): 0.1210

Each line ends with the Mulliken charge.
Element x y z (Å)
N1 3.06 -3.08 3.38  -0.063
H1 3.87 -3.59 3.02  0.447
H2 3.15 -2.05 3.18  0.449
H3 2.98 -3.27 4.38  0.434
H4 2.15 -3.40 2.93  0.269
Y1 -6.03 0.54 0.66  1.638
O1 -1.12 -6.22 2.11  -0.565
C1 -1.54 -5.18 2.39  0.281
O2 -2.80 -4.83 2.50  -0.618
B1 -2.90 -3.44 2.93  0.689
O3 -1.52 -2.93 2.99  0.430
C2 -0.69 -3.93 2.71  -0.052
O4 0.48 -3.87 2.65  -0.552
O5 -3.60 -3.32 4.21  -0.733
C3 -4.50 -2.37 4.13  0.236
O6 -5.27 -2.04 4.90  -0.524
C4 -4.56 -1.96 2.66  0.779
O7 -3.70 -2.60 1.99  0.260
O8 -5.37 -1.17 2.19  -0.799
O9 -4.07 1.18 2.08  -0.261
C5 -3.19 1.30 2.91  0.513
O10 -2.81 0.38 3.73  -0.273
B2 -1.72 0.94 4.63  0.567
O11 -1.65 2.35 4.24  -0.529
C6 -2.38 2.57 3.17  0.045
O12 -2.52 3.57 2.58  -0.555
O13 -0.46 0.24 4.37  0.687
C7 -0.09 -0.45 5.46  0.541
O14 0.83 -1.16 5.56  -0.572
C8 -1.12 -0.11 6.56  0.194
O15 -2.01 0.72 6.03  -0.748
O16 -1.14 -0.57 7.61  -0.501
O17 -3.73 5.34 -6.35  -0.532
C9 -4.49 4.63 -5.82  0.597
O18 -4.25 3.45 -5.26  -0.435
B3 -5.41 3.00 -4.56  1.373
O19 -6.41 4.04 -4.70  -0.684
C10 -5.97 4.95 -5.58  0.510
O20 -6.57 5.85 -5.98  -0.515
O21 -5.18 2.81 -3.07  -0.644
C11 -5.62 1.70 -2.75  0.307
O22 -5.65 1.24 -1.66  -0.381
C12 -6.10 0.94 -4.01  0.504
O23 -5.91 1.69 -5.01  -0.493
O24 -6.53 -0.14 -3.99  -0.525
O25 2.13 -2.20 0.83  -0.237
C13 1.32 -1.52 0.34  0.144
O26 0.15 -1.86 -0.19  -1.028
B4 -0.57 -0.63 -0.62  0.671
O27 0.41 0.45 -0.50  0.603
C14 1.51 0.00 0.09  0.533
O28 2.44 0.63 0.30  -0.716
O29 -1.78 -0.39 0.24  0.279
C15 -2.81 -0.41 -0.53  0.250
O30 -3.94 -0.30 -0.21  0.607
C16 -2.38 -0.67 -1.97  0.165
O31 -1.08 -0.77 -1.98  -0.768
O32 -3.12 -0.80 -2.86  -0.648
C17 -0.48 3.18 -2.60  0.037
C18 -0.32 4.00 -1.31  1.391
C19 -1.51 3.57 -0.46  0.534
O33 -2.45 2.88 -1.33  -0.395
C20 -2.00 3.00 -2.68  -0.615
H5 0.03 2.22 -2.48  -0.330
H6 -0.07 3.62 -3.51  0.697
H7 -0.34 5.07 -1.53  0.630
H8 0.64 3.86 -0.80  -1.662
H9 -2.01 4.48 -0.10  0.372
H10 -1.27 2.98 0.42  -0.918
H11 -2.45 3.89 -3.13  0.156
H12 -2.26 2.12 -3.27  0.417
C21 4.47 3.97 -1.74  -0.432
C22 3.21 3.31 -2.28  1.320
C23 3.72 2.70 -3.55  -0.413
O34 4.55 3.75 -4.12  -0.482
C24 5.05 4.55 -3.07  -0.565
H13 5.20 3.25 -1.34  0.426
H14 4.31 4.75 -1.01  -0.163
H15 2.49 4.10 -2.54  -0.134
H16 2.66 2.58 -1.68  -0.840
H17 2.97 2.41 -4.28  0.387
H18 4.37 1.85 -3.31  0.166
H19 4.69 5.57 -3.20  0.314
H20 6.14 4.53 -3.11  0.330
C25 3.65 -2.93 -4.10  -0.679
C26 3.02 -2.36 -2.85  -0.105
C27 4.25 -2.13 -1.89  0.361
O35 5.33 -2.82 -2.50  -0.520
C28 4.80 -3.71 -3.48  -0.352
H21 4.00 -2.19 -4.82  0.293
H22 2.98 -3.59 -4.67  0.354
H23 2.34 -3.09 -2.39  0.124
H24 2.44 -1.46 -3.06  0.154
H25 4.02 -2.50 -0.89  -0.246
H26 4.47 -1.06 -1.85  0.185
H27 4.41 -4.61 -2.97  0.077
H28 5.58 -4.05 -4.15  0.400
C29 5.71 0.82 4.35  -0.775
C30 4.61 1.79 3.83  -0.246
C31 3.35 0.96 4.06  -0.302
O36 3.73 -0.38 3.72  -0.444
C32 5.07 -0.58 4.14  -0.643
H29 5.94 1.02 5.40  0.314
H30 6.61 0.97 3.75  0.317
H31 4.71 1.90 2.75  0.117
H32 4.65 2.70 4.40  0.398
H33 2.52 1.28 3.44  0.016
H34 2.99 0.99 5.10  0.194
H35 5.61 -1.18 3.40  0.415
H36 5.10 -1.16 5.08  0.333
N2 4.12 -7.28 -0.81  -0.595
C33 4.09 -5.99 -0.55  -0.785
C34 3.04 -5.36 0.08  0.025
C35 1.95 -6.10 0.45  -0.063
C36 1.98 -7.47 0.22  -0.590
C37 3.10 -7.99 -0.40  -0.313
H37 4.94 -5.42 -0.90  0.627
H38 3.04 -4.29 0.27  0.425
H39 1.10 -5.66 0.95  0.359
H40 1.12 -8.04 0.55  0.442
H41 3.19 -9.06 -0.61  0.345
N3 -6.53 -1.31 -0.67  0.567
C38 -7.50 -1.29 -1.60  0.121
C39 -7.94 -2.35 -2.32  -0.850
C40 -7.33 -3.56 -2.10  -0.314
C41 -6.26 -3.61 -1.20  -1.230
C42 -5.88 -2.48 -0.56  -0.505
H42 -7.99 -0.33 -1.78  0.366
H43 -8.68 -2.24 -3.09  0.445
H44 -7.52 -4.47 -2.66  0.407
H45 -5.68 -4.50 -1.01  0.514
H46 -5.03 -2.52 0.11  0.570
N4 2.98 6.17 1.15  -0.695
C43 3.30 5.12 0.41  -0.753
C44 2.65 3.91 0.48  0.249
C45 1.53 3.82 1.27  -0.440
C46 1.08 4.95 1.91  -0.557
C47 1.86 6.09 1.83  -0.543
H47 4.18 5.27 -0.22  0.495
H48 2.94 3.07 -0.14  0.517
H49 0.93 2.91 1.29  0.843
H50 0.14 4.96 2.45  0.482
H51 1.60 6.98 2.41  0.404

=====

# 5
Formula: C5H5ClO5
Source: the OMol25 dataset
Level of theory: ωB97M-V with the def2-TZVPD basis set

Output
Total charge: -2
Energy (Eh): -1029.84704
Gap between HOMO and LUMO (alpha / beta) (eV): 6.4 / 5.0
Strongest force on any atom (Eh/bohr): 0.1004
ΔE to the lowest compared entry with this formula, charge and spin (kJ/mol): 203.8

Each line ends with the natural charge from an NBO analysis.
Element x y z (Å)
C1 0.08 0.99 -2.28  0.616
C2 1.63 1.11 1.88  0.601
C3 -0.03 -0.75 1.11  -0.701
C4 -0.39 1.38 -0.98  0.043
C5 1.26 0.04 1.00  0.004
O1 -0.70 -0.12 -2.70  -0.769
O2 2.72 1.68 1.87  -0.763
O3 0.84 1.51 -3.09  -0.685
O4 0.66 1.48 2.63  -0.805
O5 -1.34 0.76 -0.46  -0.722
Cl1 2.71 -0.67 0.23  -0.124
H1 -0.19 -1.52 0.38  0.187
H2 -0.81 -0.06 0.96  0.304
H3 -0.25 -1.15 2.13  0.191
H4 0.26 2.10 -0.47  0.147
H5 -1.01 -0.57 -1.98  0.476

=====

# 6
Formula: CH4BrNS
Source: the OMol25 dataset
Level of theory: ωB97M-V with the def2-TZVPD basis set

Output
Total charge: 0
Energy (Eh): -3067.38565
Gap between HOMO and LUMO (eV): 9.6
Strongest force on any atom (Eh/bohr): 0.1198
ΔE to the lowest compared entry with this formula, charge and spin (kJ/mol): 143.7

Each line ends with the natural charge from an NBO analysis.
Element x y z (Å)
C1 -0.14 -1.02 0.91  -0.555
N1 -0.14 1.26 -1.18  -0.983
S1 -1.07 -0.04 -0.91  0.289
Br1 1.44 -0.16 1.15  0.072
H1 0.14 -1.98 0.54  0.210
H2 -0.88 -1.01 1.57  0.191
H3 0.70 0.87 -1.53  0.382
H4 -0.06 2.08 -0.55  0.394

=====

- Look up the strongest force on any atom of the second one.
  0.0143 Eh/bohr